(1)
A structure of composition C42H32AlN3PSe2Te. Source: the OMol25 dataset; level of theory: the ωB97M-V functional and the def2-TZVPD basis.

The geometry in XYZ format:
```
82
Properties=species:S:1:pos:R:3
Te -1.609 1.722 -1.501
Se 0.821 -2.702 0.649
Se 0.281 0.581 1.820
P 0.999 -1.424 2.377
Al -0.236 -0.550 -0.323
N -0.702 -1.296 -2.018
N 1.441 -0.042 -1.317
N -2.099 -1.193 0.157
C -3.552 -3.582 -2.869
C -1.072 -1.610 5.874
C -1.971 3.341 -0.204
C 1.084 3.046 -2.121
C -3.847 -2.630 -0.694
C -0.055 -1.131 -4.427
C 0.936 -0.721 -5.346
C -1.039 3.724 0.755
C 1.910 3.600 -4.310
C 4.888 -2.258 3.220
C 5.273 -1.173 3.992
C -0.336 -3.365 3.846
C 2.113 -0.161 -4.944
C 3.618 0.849 -1.691
C -1.045 -3.829 4.943
C 2.702 -1.296 2.965
C 0.740 3.119 -4.876
C -1.855 -2.049 -2.052
C -0.270 2.614 -4.068
C -2.533 5.449 1.507
C 3.500 0.642 -3.037
C 3.602 -2.323 2.703
C 0.009 -2.020 3.766
C 0.130 -0.979 -3.068
C 2.544 0.514 -0.858
C -0.364 -1.140 4.781
C 4.375 -0.144 4.250
C -2.762 -1.054 1.288
C -3.190 4.001 -0.297
C 2.328 0.058 -3.563
C -1.412 -2.955 5.955
C 2.080 3.568 -2.932
C -3.468 5.057 0.561
C -4.001 -1.669 1.509
C 1.331 -0.316 -2.649
C -2.330 -2.897 -3.031
C -4.316 -3.450 -1.747
C -1.319 4.784 1.604
C -0.095 2.580 -2.690
C -4.534 -2.456 0.527
C 3.090 -0.203 3.738
C -2.625 -1.954 -0.847
H -5.258 -3.971 -1.640
H -5.482 -2.959 0.673
H -0.971 -1.538 -4.817
H -1.314 -4.875 5.005
H -4.504 -1.521 2.453
H 2.577 0.710 0.207
H -0.114 -0.088 4.714
H 5.589 -3.056 3.015
H -0.097 3.198 0.850
H 2.396 0.607 3.929
H -3.885 -4.232 -3.668
H -1.186 2.247 -4.513
H -0.061 -4.043 3.047
H -0.592 5.085 2.346
H 1.230 3.008 -1.049
H -2.291 -0.447 2.051
H 6.276 -1.125 4.392
H 0.748 -0.869 -6.401
H 4.678 0.705 4.848
H 2.993 3.944 -2.488
H 2.690 4.004 -4.941
H 0.605 3.146 -5.950
H -2.751 6.274 2.173
H -1.362 -0.928 6.661
H 2.875 0.125 -5.655
H 3.303 -3.163 2.089
H -1.757 -3.084 -3.922
H 4.299 0.921 -3.713
H 4.507 1.286 -1.260
H -4.415 5.575 0.486
H -1.967 -3.320 6.809
H -3.918 3.705 -1.042
```

Values from the calculation:
Total charge: +1
Relative energy (zero: lowest compared OMol25 entry of this formula, charge and spin), eV: 0.000
Gap between HOMO and LUMO, Ha: 0.2519


(2)
A cluster of 2 separate species, C4H8N2 in total. Source: the OMol25 dataset; level of theory: the ωB97M-V functional and the def2-TZVPD basis.

The geometry in XYZ format:
```
14
Properties=species:S:1:pos:R:3
N -2.499 0.423 0.166
N -0.542 -0.949 -0.269
C 1.855 -0.940 0.231
C 0.443 1.159 -0.405
C -3.509 -0.261 0.253
C 0.491 -0.282 -0.182
H -4.538 0.232 0.326
H 0.500 1.631 -1.437
H 1.191 1.825 0.076
H 2.240 -0.218 1.011
H 2.668 -0.922 -0.600
H 1.736 -1.963 0.555
H -0.479 1.599 0.124
H -3.540 -1.373 -0.049
```

Values from the calculation:
Relative energy (zero: lowest compared OMol25 entry of this formula, charge and spin), eV: 4.617
Gap between HOMO and LUMO (spin up / spin down), Ha: 0.3333 / 0.3496


(3)
A structure of composition C28H29IIrNOPS4SbSi. Source: the OMol25 dataset; level of theory: the ωB97M-V functional and the def2-TZVPD basis.

The geometry in XYZ format:
```
68
Properties=species:S:1:pos:R:3
Ir -0.800 0.339 0.633
I -0.768 -3.228 5.526
Sb -2.120 5.343 0.784
S -2.120 5.931 3.017
S -1.108 2.775 0.911
S -0.265 6.258 -0.256
S -2.778 1.545 1.185
P -1.186 0.706 -1.520
Si 3.161 -2.599 2.347
O 1.235 -1.840 0.668
N -0.558 0.005 2.723
C -0.455 -1.366 4.660
C -5.634 1.085 -2.555
C -0.691 -1.189 3.304
C 0.942 -2.926 -3.272
C -5.067 -0.165 -2.331
C -3.474 2.111 -2.289
C 1.165 4.029 -3.702
C 1.535 3.623 -2.428
C -3.708 -0.274 -2.093
C 0.317 -1.466 -1.451
C -0.605 -1.136 -3.667
C 3.846 -2.005 3.981
C 0.356 -0.981 -0.020
C -0.023 0.951 4.846
C 0.815 2.635 -1.774
C -4.839 2.219 -2.530
C -0.097 -0.287 5.450
C -0.265 1.066 3.483
C 2.072 -4.085 2.597
C 2.196 -1.215 1.516
C -0.495 -0.766 -2.338
C 1.053 -2.546 -1.937
C -2.900 0.861 -2.094
C -0.625 2.429 -3.682
C 0.089 3.426 -4.334
C 4.584 -3.091 1.234
C 0.106 -2.235 -4.140
C -0.285 2.044 -2.389
H 1.714 -0.546 2.230
H 4.509 -1.146 3.847
H 0.092 -0.409 6.508
H 1.704 -3.087 -1.263
H 1.301 -3.896 3.346
H 1.074 2.335 -0.769
H 1.707 4.826 -4.195
H 4.205 -3.462 0.277
H -1.465 1.961 -4.184
H 3.034 -1.698 4.647
H 4.413 -2.795 4.481
H -1.000 -2.000 2.658
H 1.519 -3.769 -3.638
H 0.020 -2.540 -5.176
H 5.197 -3.878 1.684
H 1.571 -4.333 1.659
H 5.232 -2.236 1.024
H -6.701 1.174 -2.724
H 2.656 -4.949 2.928
H -1.246 -0.568 -4.333
H -5.278 3.199 -2.674
H -5.689 -1.052 -2.325
H -0.258 2.027 2.974
H 0.193 1.843 5.417
H 2.367 4.099 -1.927
H 2.865 -0.587 0.911
H -0.209 3.743 -5.326
H -3.263 -1.244 -1.895
H -2.868 3.006 -2.224
```

Values from the calculation:
Total charge: -2
Relative energy (zero: lowest compared OMol25 entry of this formula, charge and spin), eV: 1.111
Gap between HOMO and LUMO, Ha: 0.1406


(4)
The molecule C4H8O2. Source: the OMol25 dataset; level of theory: the ωB97M-V functional and the def2-TZVPD basis.

The geometry in XYZ format:
```
14
Properties=species:S:1:pos:R:3
O 0.177 1.294 1.356
O 1.367 -1.059 0.969
C 0.797 -0.460 -0.171
C -0.921 0.634 -0.718
C 0.391 1.016 -0.007
C -0.713 -0.834 -0.316
H 1.019 1.789 -0.470
H -1.222 -1.040 0.647
H -0.812 0.719 -1.800
H 0.775 0.702 1.843
H -0.972 -1.648 -1.000
H 1.374 -0.679 -1.077
H -1.820 1.130 -0.359
H 0.560 -1.562 1.103
```

Values from the calculation:
Relative energy (zero: lowest compared OMol25 entry of this formula, charge and spin), eV: 2.040
Gap between HOMO and LUMO, Ha: 0.4077
SMILES string: O[C@@H]1CC[C@@H]1O


(5)
A structure of composition C22H19N4O2S3V. Source: the OMol25 dataset; level of theory: the ωB97M-V functional and the def2-TZVPD basis.

The geometry in XYZ format:
```
51
Properties=species:S:1:pos:R:3
V 1.321 1.100 -0.852
S 5.333 1.143 -2.204
S 3.347 1.239 0.027
S 2.280 1.477 -2.839
O -2.632 0.632 -2.029
O -2.148 -0.889 0.846
N 0.566 2.939 -0.318
N -0.280 -0.079 -1.134
N 0.573 -0.424 -0.116
N -0.171 4.756 0.657
C 1.110 -2.328 2.961
C -0.927 -0.983 -1.952
C 1.392 -1.669 1.726
C -2.904 -1.308 -3.401
C -0.377 -2.210 -2.383
C 3.772 1.320 -1.762
C -1.571 2.913 1.188
C 1.451 4.006 -0.631
C -0.418 3.455 0.471
C 0.287 -1.039 1.050
C 2.186 -2.942 3.661
C -0.208 -2.530 3.371
C -1.126 -1.359 1.433
C -2.343 -2.515 -3.856
C -1.295 -2.126 2.678
C -1.114 -2.923 -3.302
C 1.057 5.118 0.029
C 3.784 -1.991 2.205
C 2.788 -1.515 1.375
C -2.217 -0.581 -2.468
C -3.951 0.906 -1.563
C 3.534 -2.849 3.305
H 1.893 -3.617 4.477
H 2.306 3.876 -1.309
H -0.417 -3.268 4.111
H 0.612 -2.545 -1.999
H -2.305 -2.101 3.043
H 4.290 -3.356 3.865
H 1.492 6.127 0.113
H -2.072 3.804 1.593
H -0.739 -3.884 -3.645
H -4.520 0.062 -1.136
H 4.810 -1.694 2.026
H -1.245 2.261 2.011
H -3.913 -0.906 -3.683
H -2.893 -3.152 -4.538
H -4.562 1.356 -2.377
H 3.083 -1.160 0.355
H -0.782 5.338 1.223
H -3.864 1.702 -0.812
H -2.276 2.409 0.509
```

Values from the calculation:
Total charge: +1
Relative energy (zero: lowest compared OMol25 entry of this formula, charge and spin), eV: 0.000
Gap between HOMO and LUMO (spin up / spin down), Ha: 0.2023 / 0.2163
Multiplicity: 2
<S²>: 1.1763


(6)
A structure of composition C12H26N4O20Pb2S3. Source: the OMol25 dataset; level of theory: the ωB97M-V functional and the def2-TZVPD basis.

The geometry in XYZ format:
```
67
Properties=species:S:1:pos:R:3
Pb 0.350 -3.130 -3.505
Pb 0.088 2.195 -3.361
S -3.863 -2.221 3.870
S 6.415 -1.323 0.457
S 3.898 4.277 1.916
O 5.034 -2.307 0.369
O -3.530 -0.355 -4.097
O -1.387 -4.032 -2.018
O -2.260 -1.894 3.752
O 0.638 -1.601 -1.406
O -1.422 3.361 -1.552
O 2.655 3.215 1.879
O 5.667 -0.290 -0.653
O -1.878 -1.679 -3.756
O -4.238 -0.593 3.645
O -4.516 -2.951 2.769
O -4.200 -2.700 5.200
O -1.696 0.356 -3.560
O 4.691 4.226 3.177
O 4.693 3.398 0.732
O 7.585 -1.872 -0.162
O 3.434 5.595 1.452
O 0.273 0.498 -1.393
O 0.302 -0.616 0.385
O 6.491 -0.770 1.797
N 0.388 -0.598 -0.877
N -2.348 -0.562 -3.853
N -3.618 -4.285 -2.046
N -1.479 4.010 0.699
C 3.013 1.897 1.670
C -1.747 4.175 -0.646
C 4.104 2.116 0.626
C -3.712 -4.682 -3.432
C -2.431 -3.941 -1.511
C -0.753 2.853 1.248
C -2.446 5.509 -1.037
C 4.042 -1.982 -0.598
C 4.785 -0.965 -1.495
C -2.086 -0.926 2.769
C -3.087 0.127 3.213
C -2.379 -3.277 -0.108
H -1.079 1.976 0.689
H 2.225 1.196 1.394
H -2.145 6.046 -1.936
H 5.368 -1.281 -2.359
H -2.372 6.212 -0.207
H -2.146 -1.257 1.733
H -3.506 5.271 -1.124
H 0.292 2.937 0.949
H -4.754 -4.860 -3.698
H -1.011 2.662 2.290
H -4.518 -4.140 -1.611
H -2.697 0.675 4.071
H -3.356 -3.794 -3.954
H -3.223 -5.631 -3.654
H 4.618 1.169 0.464
H -3.119 -2.498 0.072
H 4.191 -0.089 -1.756
H 3.693 -2.857 -1.148
H 3.448 1.381 2.525
H -1.073 -0.584 2.983
H -3.484 0.751 2.412
H -1.775 4.833 1.206
H -2.505 -4.085 0.613
H 3.660 2.180 -0.368
H 3.145 -1.498 -0.214
H -1.349 -2.966 0.071
```

Values from the calculation:
Total charge: +2
Gap between HOMO and LUMO, Ha: 0.2285


(7)
A cluster of 3 separate species, C3H4IN in total. Source: the OMol25 dataset; level of theory: the ωB97M-V functional and the def2-TZVPD basis.

The geometry in XYZ format:
```
9
Properties=species:S:1:pos:R:3
I -8.618 0.071 -0.083
N 0.322 -1.276 -0.296
C 3.909 1.677 -0.106
C 3.866 0.510 -0.347
C 1.171 -0.872 0.381
H -0.414 -1.587 -0.892
H -7.864 -0.568 1.141
H 3.819 -0.519 -0.544
H 3.937 2.706 0.106
```

Values from the calculation:
Relative energy (zero: lowest compared OMol25 entry of this formula, charge and spin), eV: 2.873
Gap between HOMO and LUMO, Ha: 0.4023


(8)
A structure of composition C35H53AsMnNOP2. Source: the OMol25 dataset; level of theory: the ωB97M-V functional and the def2-TZVPD basis.

The geometry in XYZ format:
```
94
Properties=species:S:1:pos:R:3
As 1.867 0.188 2.397
Mn 0.000 0.000 0.000
P 1.720 -0.867 -1.182
P -1.936 0.357 1.109
O 0.699 2.846 -0.405
N -0.538 -1.999 0.209
C 6.438 -0.797 3.714
C 2.546 -1.452 -3.913
C 1.835 2.713 4.078
C 2.176 2.237 2.787
C 1.192 -2.630 6.319
C 0.563 -2.942 0.131
C 1.828 -0.531 5.314
C -2.605 -1.364 1.329
C -1.386 -2.289 1.352
C -3.101 1.132 3.647
C 3.421 -0.733 -0.399
C 0.939 -3.143 5.052
C 1.119 -2.342 3.920
C 4.260 -1.481 2.912
C -0.959 2.305 2.946
C 5.572 -1.797 3.277
C 1.983 4.049 4.458
C 1.523 -0.999 4.012
C -3.303 1.275 0.194
C 3.780 -0.156 2.973
C 1.358 -2.691 -1.153
C 2.319 0.995 -3.245
C 1.652 -1.327 6.448
C -1.786 1.010 2.863
C 4.562 -1.434 -1.153
C 1.817 -0.440 -3.013
C 2.810 4.580 2.278
C 4.683 0.843 3.427
C 0.400 1.713 -0.277
C -4.743 0.989 0.653
C -3.023 2.784 0.101
C 3.795 0.713 -0.032
C 5.993 0.519 3.789
C 2.662 3.245 1.887
C 2.477 4.982 3.561
H -2.015 -0.702 -2.258
H 0.716 -2.907 -2.026
H -1.514 3.166 2.538
H 3.614 -2.279 2.576
H 1.817 1.722 -2.585
H -3.729 0.228 3.566
H 4.429 1.881 3.514
H -3.217 -1.590 0.437
H 1.062 -3.252 7.195
H -1.652 -0.018 -2.470
H 0.175 -3.986 0.121
H 7.455 -1.040 3.994
H -3.693 1.996 3.302
H 0.742 -0.469 -3.280
H 2.588 6.018 3.853
H 2.987 1.218 0.519
H 1.396 2.078 4.808
H -1.182 0.201 3.320
H 4.697 0.710 0.607
H 3.244 -1.281 0.548
H 5.918 -2.820 3.219
H 2.133 1.295 -4.293
H 0.618 -4.171 4.941
H 2.268 -3.312 -1.226
H -2.881 1.291 4.719
H 2.361 -1.200 -4.974
H 1.893 -0.934 7.428
H 4.299 -2.459 -1.463
H -3.242 -1.467 2.225
H 4.854 -0.866 -2.053
H 6.665 1.298 4.128
H -3.204 3.280 1.070
H 2.944 3.114 0.866
H -4.951 -0.092 0.727
H 1.258 -2.889 1.011
H 3.636 -1.431 -3.753
H 5.453 -1.499 -0.502
H 1.698 4.365 5.454
H -3.184 0.846 -0.820
H -5.454 1.416 -0.078
H 3.406 1.067 -3.071
H -0.010 2.221 2.396
H -1.985 2.995 -0.204
H 2.251 0.429 5.488
H 4.021 1.313 -0.929
H -4.960 1.447 1.631
H -3.701 3.248 -0.638
H 2.195 -2.484 -3.749
H -0.725 2.526 4.003
H -1.731 -3.348 1.316
H -0.859 -2.181 2.336
H 0.961 -2.812 2.992
H 3.180 5.313 1.570
```

Values from the calculation:
Total charge: +1
Gap between HOMO and LUMO (spin up / spin down), Ha: 0.1980 / 0.2484
Multiplicity: 6
<S²>: 8.8310


(9)
The molecule C3H5NO2. Source: the OMol25 dataset; level of theory: the ωB97M-V functional and the def2-TZVPD basis.

The geometry in XYZ format:
```
11
Properties=species:S:1:pos:R:3
O -0.879 -0.171 -3.045
O -0.389 0.432 -0.837
N 0.562 -0.896 0.593
C 0.343 0.041 1.683
C -0.756 0.609 -2.144
C 0.224 -0.785 -0.673
H 1.031 -0.122 2.512
H -0.673 -0.051 2.064
H 0.484 1.061 1.335
H -0.948 1.657 -2.284
H 1.003 -1.776 0.796
```

Values from the calculation:
Relative energy (zero: lowest compared OMol25 entry of this formula, charge and spin), eV: 2.510
Gap between HOMO and LUMO, Ha: 0.3599


(10)
A structure of composition C31H32F5N3O2PRuSSe2. Source: the OMol25 dataset; level of theory: the ωB97M-V functional and the def2-TZVPD basis.

The geometry in XYZ format:
```
78
Properties=species:S:1:pos:R:3
Ru -0.321 -0.503 0.210
Se 2.618 -3.808 -1.357
Se -1.012 -2.398 2.980
S -4.629 -1.146 -1.063
P -0.730 1.176 1.816
F -1.274 -1.827 5.962
F -5.665 -3.186 6.770
F -3.913 -3.610 2.467
F -5.944 -3.894 4.167
F -3.311 -2.172 7.654
O 1.556 0.436 -0.693
O 1.244 -1.335 1.810
N 0.286 -2.096 -0.846
N 3.436 -1.079 1.453
N -1.461 1.261 -1.027
C -3.449 -2.511 6.369
C -1.759 3.255 -2.315
C -0.097 2.860 1.450
C 1.439 0.504 -1.906
C 4.373 0.793 -1.249
C -2.210 -1.176 -0.101
C 4.631 1.616 -3.580
C -2.467 1.499 2.261
C -4.651 -3.029 5.925
C -4.050 -2.591 -0.353
C -0.995 2.399 -1.555
C -3.728 -3.219 3.728
C -2.737 0.905 -1.273
C 0.536 0.854 -4.608
C 3.792 1.131 -2.590
C 2.839 1.627 -5.155
C -2.408 -2.343 5.480
C 5.081 2.480 -5.900
C -2.770 -2.478 0.094
C 1.213 -2.776 -1.048
C 4.170 1.894 -4.860
C -4.788 -3.385 4.599
C -3.103 -0.375 -0.761
C -2.508 -2.684 4.129
C 0.037 0.949 3.454
C 1.964 1.138 -4.203
C -3.090 2.912 -2.544
C 2.429 0.926 -2.885
C 2.650 -3.110 2.548
C -3.581 1.737 -2.027
C 2.387 -1.790 1.890
H 5.461 0.845 -1.283
H 0.049 2.622 -1.358
H -0.238 1.784 4.104
H -0.765 3.388 0.772
H -2.237 -3.300 0.543
H 4.011 1.485 -0.485
H 0.273 -0.190 -4.430
H -4.605 1.433 -2.198
H 4.925 2.010 -6.871
H -4.699 -3.453 -0.292
H 0.400 1.053 -5.669
H 3.662 -3.470 2.377
H 6.127 2.365 -5.619
H 3.236 -0.228 0.954
H 5.680 1.766 -3.349
H -0.176 1.471 -4.057
H 0.887 2.780 0.985
H -1.328 4.162 -2.718
H -0.282 0.011 3.900
H -3.045 1.723 1.364
H 4.361 -1.464 1.414
H -3.729 3.563 -3.128
H -0.010 3.430 2.376
H 4.076 -0.215 -0.964
H 2.472 -2.996 3.619
H 2.481 1.795 -6.166
H -2.875 0.597 2.717
H 4.880 3.547 -6.013
H 1.122 0.918 3.339
H 0.461 0.236 -2.312
H -2.535 2.334 2.961
H 1.931 -3.833 2.168
```

Values from the calculation:
Relative energy (zero: lowest compared OMol25 entry of this formula, charge and spin), eV: 3.006
Gap between HOMO and LUMO (spin up / spin down), Ha: 0.2460 / 0.1904
Multiplicity: 2
<S²>: 0.8929


Result set for E: -202417.3019 -7253.2585 -111032.6371 -8371.2419 -91362.0651 -102747.3342 -12762.6484 -151418.7861 -8775.1851 -208216.9397 eV, one per record in the order listed.